DFT (ωB97M-V/def2-TZVPD) results for 2 unconnected molecules or ions with the total composition H3OP at a distorted geometry.

Each line ends with the natural charge from an NBO analysis.
Element x y z (Å)
O: -1.744 0.523 -0.118  -0.94
P: 1.362 0.492 0.075  0.10
H: -2.538 0.045 -0.483  0.48
H: 0.329 -0.331 -0.131  -0.11
H: -1.987 0.787 0.730  0.47

M (g/mol): 49.997
Maximum force (Eh/bohr): 0.06508
Total charge: 0
Highest occupied orbital energy (spin up / spin down) (eV): -8.377 / -8.355
Energy above the lowest of the compared OMol25 structures with the same formula, charge and spin (kcal per mole): 61.0